Computed, not measured: 18 unconnected molecules or ions with the total composition C86H123F7O22 at a distorted geometry, with ωB97M-V with the def2-TZVPD basis set.

Output
orbital gap	8.895	eV
E_tot	-155243.81747	eV
maximum force	4.25	eV/A
HOMO energy	-8.6	eV

XYZ file:
```
238
Properties=species:S:1:pos:R:3:lowdin_charge:R:1
O -2.76146 0.03623 9.59725 0.06
C -1.78192 -0.07313 8.84816 -0.47
O -0.64249 -0.73781 9.14867 -0.03
C -0.58057 -1.34261 10.46871 -0.24
C 0.28476 -0.56853 11.39446 -0.09
C -1.62125 0.50555 7.44742 0.03
H -0.13199 -2.35611 10.24938 0.14
H -1.62185 -1.36166 10.92386 0.13
H -0.16799 0.41607 11.49164 0.08
H 1.28008 -0.48438 10.93544 0.08
H 0.42048 -0.99085 12.43887 0.10
H -2.45646 1.19652 7.24323 0.09
H -1.54630 -0.25980 6.70559 0.06
H -0.75314 1.04339 7.31834 0.05
O 6.04204 -1.33728 0.08417 0.10
C 6.48162 -1.07503 -0.99426 -0.55
O 7.63948 -0.37197 -1.17525 -0.03
C 8.18664 0.16849 0.08244 -0.17
C 7.40921 1.45212 0.47515 -0.04
C 5.87314 -1.38172 -2.31912 0.02
H 9.22911 0.43527 -0.22521 0.13
H 8.23002 -0.62380 0.84747 0.11
H 6.35076 1.25896 0.50750 0.03
H 7.57331 2.18026 -0.33627 0.10
H 7.55563 1.78661 1.47096 0.05
H 5.70835 -0.40907 -2.79370 0.09
H 4.91765 -1.92372 -2.35462 0.08
H 6.62370 -1.81934 -2.99925 0.10
O -0.14212 -2.65904 -1.27788 0.13
C 0.42457 -3.69402 -1.33256 -0.55
O 1.51246 -4.02023 -0.60504 -0.01
C 2.18846 -3.03796 0.14554 -0.21
C 3.06200 -3.77360 1.15193 -0.03
C -0.15862 -4.83844 -2.06912 0.02
H 1.41182 -2.40811 0.58243 0.10
H 2.71375 -2.30396 -0.48860 0.13
H 3.90866 -4.19915 0.68702 0.05
H 2.44729 -4.47144 1.71048 0.09
H 3.46004 -3.03912 1.85965 0.04
H -0.67025 -5.67397 -1.40352 0.14
H 0.64695 -5.40391 -2.55342 0.08
H -0.90261 -4.61871 -2.78887 0.03
O 2.07939 -1.25071 2.98746 0.07
C 2.45775 -0.47129 3.87163 -0.47
O 3.75663 -0.47511 4.24119 -0.03
C 4.68163 -1.16747 3.40771 -0.23
C 6.09463 -1.28929 3.94617 -0.05
C 1.62197 0.40184 4.77096 0.04
H 4.70545 -0.68028 2.39403 0.11
H 4.25337 -2.18077 3.25412 0.10
H 6.66143 -0.36404 4.05043 0.07
H 6.58657 -1.96906 3.19752 0.09
H 6.14732 -1.88456 4.83525 0.06
H 0.61806 -0.08400 4.98543 0.09
H 1.42646 1.33940 4.26969 0.07
H 2.20909 0.56304 5.65419 0.08
O -2.05110 -4.84388 -6.19306 0.04
C -2.43244 -5.66227 -5.32343 -0.56
O -2.20807 -6.95040 -5.34599 0.01
C -1.31784 -7.43270 -6.41017 -0.17
C -0.50164 -8.63455 -5.84972 -0.06
C -3.23092 -5.26382 -4.16048 0.01
H -0.67315 -6.66872 -6.78229 0.10
H -1.92002 -7.76503 -7.29563 0.14
H -1.13433 -9.38729 -5.36914 0.07
H 0.08222 -8.29893 -5.02420 0.05
H 0.03933 -9.09863 -6.69761 0.09
H -4.28954 -4.96669 -4.36269 0.12
H -2.63594 -4.39739 -3.83701 0.06
H -3.22091 -5.93510 -3.29324 0.09
O 7.04379 -8.08209 1.03723 0.09
C 6.29503 -7.12572 0.92381 -0.54
O 5.34213 -6.97328 0.02308 -0.03
C 5.24529 -7.90332 -1.05613 -0.22
C 4.15309 -7.33358 -1.92253 -0.07
C 6.26080 -5.96402 1.92824 0.02
H 5.02695 -8.93882 -0.65614 0.14
H 6.21932 -7.87139 -1.60501 0.14
H 3.24593 -7.44239 -1.38942 0.07
H 4.06774 -7.76408 -2.91999 0.08
H 4.41474 -6.30536 -2.01045 0.07
H 5.24227 -6.02918 2.32335 0.09
H 6.38873 -5.02922 1.40652 0.07
H 7.05494 -6.13030 2.67135 0.09
O -0.69259 1.38559 -5.68807 0.05
C -1.20302 1.99719 -6.63401 -0.46
O -1.44735 1.41386 -7.84369 -0.02
C -1.27194 -0.01125 -7.92671 -0.22
C -2.38508 -0.91307 -7.40791 -0.05
C -1.66718 3.41022 -6.57731 0.03
H -0.27824 -0.23030 -7.44832 0.12
H -1.17516 -0.19060 -9.03138 0.13
H -2.41820 -0.85246 -6.33285 0.04
H -2.23919 -1.92266 -7.63138 0.06
H -3.31140 -0.43991 -7.72266 0.09
H -0.87401 3.94983 -6.08726 0.07
H -2.53944 3.49752 -5.91559 0.09
H -1.93656 3.92569 -7.50828 0.10
O -0.08093 3.58164 0.11046 0.10
C 0.30255 4.30316 0.97286 -0.56
O -0.18985 5.54639 1.21261 -0.03
C -1.07509 5.98557 0.13940 -0.20
C -1.87352 7.09063 0.78911 -0.06
C 1.28691 3.87757 2.01067 0.03
H -1.76478 5.13609 -0.05958 0.11
H -0.39959 6.21557 -0.68704 0.12
H -2.78818 7.24978 0.20519 0.07
H -1.42056 8.04085 0.76957 0.05
H -2.23474 6.76180 1.80108 0.10
H 1.98545 4.69146 2.26017 0.09
H 1.89858 3.06631 1.56963 0.07
H 0.70255 3.58182 2.87702 0.09
O -5.86686 1.24542 -1.03734 0.09
C -5.47996 2.34015 -0.64845 -0.52
O -6.23229 3.43185 -0.36286 -0.03
C -7.59469 3.35851 -0.69266 -0.24
C -7.86638 4.03593 -2.03457 -0.05
C -4.10911 2.74247 -0.33949 0.01
H -8.13399 3.83564 0.13640 0.13
H -7.83806 2.30961 -0.73761 0.10
H -8.89515 3.90854 -2.33925 0.07
H -7.24023 3.54803 -2.77787 0.07
H -7.56311 5.08714 -2.04851 0.08
H -3.42196 2.03153 -0.93692 0.11
H -3.92693 2.60287 0.75102 0.11
H -3.79148 3.79153 -0.55154 0.08
O 0.09673 0.69328 -1.61523 0.08
C 0.31200 0.60276 -0.41835 -0.53
O 1.50521 0.53227 0.15587 -0.01
C 2.63523 0.96524 -0.64123 -0.20
C 3.71004 1.44459 0.24882 -0.05
C -0.77679 0.24097 0.63338 0.05
H 2.29959 1.77039 -1.28426 0.09
H 2.93118 0.14508 -1.33102 0.12
H 4.60491 1.60091 -0.33790 0.07
H 4.05561 0.62681 0.90040 0.07
H 3.43794 2.33638 0.81409 0.05
H -1.07897 1.22931 1.05070 0.08
H -0.25731 -0.49861 1.28216 0.08
H -1.68903 -0.18558 0.22928 0.06
O 4.98508 4.04921 1.79994 0.11
C 5.89019 3.94494 2.56052 -0.51
O 5.81387 3.36812 3.77021 -0.04
C 4.54735 3.05927 4.37979 -0.20
C 4.70799 3.40496 5.87482 -0.06
C 7.34050 4.49816 2.41952 0.04
H 4.26509 1.95351 4.34847 0.12
H 3.79468 3.64892 3.88077 0.10
H 3.69613 3.55844 6.31772 0.08
H 5.36953 4.27542 5.95567 0.08
H 5.11230 2.52481 6.44879 0.09
H 7.57909 5.10775 3.29827 0.09
H 7.43390 5.04481 1.55077 0.04
H 8.01283 3.64943 2.58574 0.08
F -7.18772 -4.16233 0.22302 0.05
C -7.53623 -3.00881 0.83791 -0.27
C -7.32941 -1.77675 0.21856 -0.01
C -7.72957 -0.61544 0.83179 -0.07
C -8.39854 -0.64743 2.07035 -0.07
C -8.43682 -1.88963 2.71398 -0.10
C -7.96967 -3.05799 2.14852 -0.03
H -6.81330 -1.74163 -0.73081 0.10
H -7.57104 0.25961 0.31143 0.05
H -8.80694 0.24955 2.53381 0.10
H -8.86201 -1.88649 3.72294 0.11
H -7.86642 -3.97582 2.73667 0.12
F -1.16933 -1.46019 4.64223 0.00
C -1.61404 -2.01764 3.45388 -0.25
C -0.75071 -2.94873 2.87153 0.00
C -1.33070 -3.65633 1.82726 -0.07
C -2.51779 -3.25392 1.22924 -0.09
C -3.23772 -2.21852 1.78646 -0.09
C -2.79460 -1.59588 2.91298 -0.03
H 0.21759 -3.16974 3.31055 0.11
H -0.80388 -4.46036 1.37796 0.09
H -2.86901 -3.86840 0.40811 0.10
H -4.20690 -1.94944 1.34390 0.12
H -3.35920 -0.87747 3.48971 0.12
F 2.95086 0.35474 -3.93127 0.01
C 2.27811 -0.80349 -4.30800 -0.21
C 2.99962 -1.98105 -4.57687 -0.02
C 2.24399 -3.12785 -4.80831 -0.10
C 0.87249 -3.12659 -4.98115 -0.11
C 0.19421 -1.94112 -4.77213 -0.07
C 0.88623 -0.79362 -4.43015 -0.02
H 4.10534 -1.98796 -4.56711 0.11
H 2.56138 -4.20527 -4.94705 0.12
H 0.30652 -3.98684 -5.30673 0.09
H -0.93054 -1.89695 -4.89132 0.12
H 0.33322 0.08493 -4.26726 0.07
F 6.13570 5.78833 -0.66466 0.03
C 5.12013 5.11572 -1.30635 -0.31
C 5.42249 4.43144 -2.42396 -0.03
C 4.43627 3.70943 -3.17862 -0.06
C 3.13580 3.75902 -2.71375 -0.11
C 2.77001 4.48536 -1.53603 -0.04
C 3.82895 5.14834 -0.81095 -0.01
H 6.45855 4.37445 -2.87607 0.13
H 4.68102 3.19202 -4.10241 0.10
H 2.31880 3.19677 -3.15835 0.10
H 1.74292 4.62801 -1.18599 0.08
H 3.63499 5.75683 0.10166 0.12
F -4.40246 1.29472 -4.55230 0.06
C -4.08244 0.20825 -3.84878 -0.30
C -2.74433 0.02015 -3.47044 -0.01
C -2.46202 -1.07807 -2.67462 -0.07
C -3.49601 -1.97926 -2.30242 -0.06
C -4.78936 -1.76345 -2.78811 -0.11
C -5.06969 -0.69351 -3.55771 -0.05
H -1.95476 0.79097 -3.70294 0.11
H -1.51783 -1.24524 -2.28499 0.04
H -3.36239 -2.85605 -1.64606 0.09
H -5.61668 -2.46326 -2.50125 0.11
H -6.04545 -0.39549 -3.79406 0.11
F -4.68481 4.93584 -3.12262 0.03
C -3.30337 4.99913 -3.10371 -0.27
C -2.61758 3.84332 -3.03553 -0.05
C -1.26239 3.91645 -3.22374 -0.07
C -0.61515 5.10798 -3.52813 -0.11
C -1.33459 6.29500 -3.58125 -0.07
C -2.72742 6.25608 -3.33306 0.00
H -3.24419 2.96724 -2.92547 0.10
H -0.70294 2.96107 -3.25005 0.12
H 0.44855 5.11532 -3.72008 0.10
H -0.91466 7.26952 -3.81141 0.11
H -3.33759 7.13318 -3.28017 0.11
F -6.43779 2.28719 2.38144 0.07
C -6.35516 2.81534 3.60287 -0.26
C -5.94572 1.95469 4.60630 -0.03
C -5.68189 2.40152 5.87759 -0.09
C -5.77942 3.75227 6.16514 -0.09
C -6.17476 4.62860 5.14828 -0.10
C -6.50066 4.22219 3.87239 0.00
H -5.83299 0.90304 4.40450 0.11
H -5.25181 1.70182 6.59178 0.11
H -5.55834 4.13937 7.17027 0.11
H -6.23558 5.68452 5.31112 0.10
H -6.68273 4.90510 3.03020 0.12
```